(1)
79
Properties=species:S:1:pos:R:3:forces:R:3 method="wB97M-V/def2-TZVPD" lumo_ha="0.0790 / 0.0368" multiplicity=2 orbital_gap_ev="7.1 / 5.9" total_charge=-1 e_above_lowest_kj_mol=149.58 e_tot_ev=-147124.3540
Ru 0.740900 0.475429 2.418227 -0.0748 0.1486 0.1432
As 0.650964 2.150627 -3.417155 -0.0659 -0.0056 0.0267
Cl 2.877382 1.533820 1.587980 0.1066 0.2819 -0.2225
S 4.056580 -0.155399 -0.071282 0.1333 -0.1072 0.1135
P -0.244863 -0.096356 0.434570 0.0190 0.0679 0.1431
O -0.066690 2.405128 2.909481 -0.1885 -0.1340 0.0391
O -0.342748 3.784557 4.666748 0.0170 -0.0316 -0.0141
O 3.287387 -2.188123 4.376818 -0.1690 -0.0103 0.1600
O -0.567515 -1.612974 3.817342 -0.0489 0.1567 -0.0110
O 2.102239 -1.235407 2.752518 -0.4629 -0.0459 -0.1836
N 5.150221 -1.750625 1.988921 -0.0668 -0.0297 -0.1219
N 1.432593 0.795311 4.284262 0.0080 -0.1742 -0.0322
C 0.578632 -2.717367 0.189468 -0.0063 -0.0020 -0.0341
C 1.005478 1.860597 4.946526 -0.0394 0.0416 -0.0518
C -1.868668 -3.885789 0.746322 -0.0058 0.0116 0.0124
C -1.752165 -2.503194 0.709575 0.0397 -0.0076 0.1078
C 0.778743 1.615994 -1.523827 0.0975 -0.0199 -0.0253
C 2.557923 -0.051146 6.179715 0.0340 -0.0200 0.0016
C 0.109625 2.787581 4.118922 0.0989 0.0554 -0.0329
C -0.533927 -1.902623 0.406369 0.0153 -0.0210 -0.0974
C -4.272711 1.960021 -0.521374 -0.0011 0.0067 0.0082
C 3.560591 -0.917210 -5.570838 -0.0038 0.0114 -0.0023
C -1.099395 1.373627 -3.839735 0.0034 -0.0026 -0.0503
C -4.015651 0.705688 -1.059631 0.0137 -0.0129 0.0016
C -1.857824 0.669465 0.026289 -0.0897 -0.0944 0.0668
C -2.038994 0.225176 3.736392 -0.0224 -0.0486 -0.0008
C -3.317191 2.578761 0.270104 0.0044 -0.0084 0.0045
C 0.600339 0.136425 -1.189321 0.0331 0.0171 0.0260
C 2.453395 -0.411060 -6.240943 0.0028 -0.0017 0.0160
C 2.134856 1.065714 6.892132 0.0228 -0.0218 0.0633
C 1.795270 0.814440 -4.263839 0.0220 0.0282 -0.0002
C 2.494953 -1.239962 3.901847 0.3544 -0.1974 0.0661
C 4.703086 -1.096598 1.138956 0.0325 -0.0506 0.0831
C 2.173114 -0.150839 4.856407 -0.0005 0.0952 0.1036
C 0.461841 -4.098407 0.223804 -0.0021 0.0024 0.0017
C 3.791043 -0.549717 -4.253666 -0.0011 -0.0003 -0.0076
C -2.809201 0.073037 -0.802098 0.0498 0.0626 -0.1072
C -2.586652 -0.420703 -4.483405 0.0002 0.0116 0.0105
C -0.732629 -0.478978 3.374885 0.0680 -0.0970 -0.0451
C 2.914173 0.312744 -3.608305 0.0172 -0.0242 0.0027
C -2.118778 1.933467 0.553889 -0.0874 -0.0376 0.0265
C 1.582273 0.452917 -5.593581 0.0131 -0.0209 0.0000
C 1.349297 2.030157 6.277461 -0.0201 0.0712 -0.0284
C -3.457118 1.795655 -4.186778 0.0161 -0.0137 -0.0048
C -0.766264 -4.687386 0.491852 0.0057 0.0036 -0.0068
C -1.316538 0.032978 -4.152804 -0.0085 0.0072 -0.0097
C -2.185714 2.245821 -3.858691 -0.0087 -0.0059 -0.0029
C -3.658441 0.461060 -4.507231 0.0120 0.0121 -0.0071
H -2.611297 -1.891857 0.954438 -0.0146 0.0090 -0.0454
H 1.552614 -2.270841 0.018965 -0.0108 -0.0001 -0.0126
H 0.022367 2.238396 -1.040005 -0.0242 0.0080 -0.0237
H -5.216713 2.453509 -0.721835 0.0109 -0.0031 -0.0029
H -2.838954 -0.513069 3.834939 0.0198 0.0182 0.0108
H 0.987125 2.908797 6.793799 0.0037 -0.0223 0.0034
H 1.335880 -4.714465 0.050427 -0.0041 0.0073 0.0044
H -3.506448 3.557856 0.693138 -0.0020 -0.0083 -0.0077
H -1.399406 2.398540 1.217792 0.0389 0.0035 0.0155
H -4.289854 2.488284 -4.190397 0.0042 -0.0017 0.0001
H 1.570639 -0.351733 -1.113750 -0.0093 -0.0346 -0.0310
H 2.267527 -0.689938 -7.271195 0.0036 0.0035 0.0030
H 4.650557 -0.932533 -3.717366 -0.0068 -0.0050 -0.0025
H 3.115252 0.588466 -2.581730 -0.0084 0.0199 0.0162
H -2.823886 -4.335572 0.988819 0.0083 0.0028 0.0028
H 1.736068 1.986566 -1.151927 -0.0078 -0.0118 0.0492
H 0.721723 0.840940 -6.127564 -0.0001 0.0013 0.0026
H 3.164001 -0.823773 6.630800 -0.0105 0.0056 -0.0098
H -0.858747 -5.766288 0.520129 0.0011 0.0055 0.0044
H -4.750949 0.221804 -1.691118 0.0186 0.0178 0.0051
H -1.899058 0.703769 4.712012 0.0023 0.0024 -0.0087
H -2.605828 -0.887363 -1.260296 -0.0104 -0.0224 0.0425
H 2.412392 1.174121 7.932813 0.0046 0.0052 -0.0114
H -4.647952 0.107522 -4.771306 0.0052 0.0009 0.0084
H -2.034864 3.292877 -3.619164 -0.0010 -0.0021 -0.0022
H 3.483840 -2.790972 3.641512 0.2031 0.0931 -0.1032
H 0.020731 -0.404411 -1.940154 -0.0660 0.0577 -0.0138
H -2.737084 -1.466592 -4.722648 0.0019 0.0032 -0.0040
H -2.307514 1.006331 3.030109 -0.0057 0.0025 -0.0207
H -0.486940 -0.663462 -4.156684 -0.0009 -0.0017 -0.0024
H 4.241519 -1.591222 -6.075855 -0.0101 0.0005 0.0061



(2)
73
Properties=species:S:1:pos:R:3:forces:R:3 method="wB97M-V/def2-TZVPD" lumo_ha="-0.2278 / -0.3409" multiplicity=5 orbital_gap_ev="8.0 / 5.4" total_charge=+2 e_tot_ev=-126552.6331
Pt 0.429741 -0.077581 -0.692822 0.1703 0.2084 -0.1580
As 1.160560 -2.086643 -1.873634 -0.1074 -0.1207 0.1691
S 1.305470 -2.143818 2.494298 -0.0517 0.0215 -0.0630
S 0.124305 0.195455 1.629317 0.1055 -0.1740 -0.1175
N 7.150842 -0.061427 2.779725 0.2983 -0.0262 0.0288
N 5.495547 3.418496 1.565324 0.1483 0.2449 -0.0434
C -0.830251 -4.761013 0.635937 0.0195 0.0040 -0.0212
C 4.605174 0.126666 2.410429 -0.0186 0.1052 -0.0259
C 0.660479 -1.070517 -4.515302 0.0072 0.0203 0.0292
C -1.161213 0.832173 -2.055114 0.1109 0.0043 0.0472
C -1.248194 -2.994182 -5.146217 0.0061 -0.0111 0.0281
C -2.330017 0.463683 -1.354783 -0.0030 0.0020 0.0998
C -0.917213 -2.009413 -6.064320 0.0136 0.0181 0.0024
C -0.401869 1.973408 -1.649367 -0.1993 0.0696 -0.1379
C 0.606878 -3.660063 -0.940008 0.0461 0.0006 -0.0320
C -2.021824 2.287067 0.144023 -0.0805 -0.0575 -0.0647
C 2.436505 -0.891717 2.340297 0.0413 0.2113 0.0025
C -4.065888 0.776601 0.435172 0.0310 -0.0049 -0.0185
C 3.813975 -0.989439 2.603003 -0.1598 0.0074 -0.0338
C 5.816020 -2.406984 -2.215749 -0.0077 0.0008 0.0023
C 3.691862 -2.063844 -3.295859 0.0158 -0.0142 0.0274
C -0.627037 -3.030428 -3.904654 0.0184 -0.0060 -0.0023
C 5.180945 -2.555407 -0.988044 -0.0349 0.0099 -0.0248
C 2.653577 1.453939 1.740968 -0.1228 -0.1298 -0.0685
C -0.429714 -3.602074 -0.013327 -0.1223 0.1001 -0.0198
C -2.780411 1.183425 -0.252589 0.0333 0.0312 0.0104
C 5.074888 -2.169436 -3.363706 -0.0350 0.0035 0.0091
C 6.020836 0.039558 2.623489 -0.2711 0.0077 -0.0264
C 0.714616 2.500680 -2.509833 0.0843 -0.0118 -0.0134
C -4.229384 1.378718 1.824546 -0.0229 -0.0279 0.0198
C 3.060140 -2.202820 -2.063369 0.0298 0.0252 0.0043
C 4.851838 2.492764 1.772888 -0.1172 -0.2246 0.0385
C 4.026750 1.344519 1.985343 0.0859 -0.0288 0.0308
C 0.335932 -2.073520 -3.599326 -0.0237 0.0271 -0.0188
C 1.873101 0.332346 1.901050 0.0849 -0.2093 0.1491
C 3.802993 -2.450440 -0.908212 -0.0212 -0.0078 0.0457
C -0.196131 -5.963915 0.357120 0.0172 0.0070 -0.0085
C 0.035423 -1.046051 -5.750708 -0.0017 -0.0276 0.0220
C 1.243432 -4.865309 -1.226078 0.0413 0.0037 0.0185
C 0.834999 -6.017772 -0.572579 -0.0214 0.0108 0.0188
C -0.854388 2.662189 -0.521079 0.0126 -0.0704 -0.0152
C -5.259432 1.135505 -0.457165 -0.0137 -0.0196 0.0205
H 1.321497 -6.957969 -0.788803 0.0177 -0.0336 -0.0071
H -1.987456 -3.741705 -5.396348 -0.0221 -0.0227 -0.0055
H -0.959809 0.371574 -3.018833 0.0131 0.0212 0.0654
H -5.081624 0.921169 2.322539 -0.0362 0.0061 0.0125
H -3.353540 1.217533 2.454229 0.0447 -0.0291 0.0269
H 1.399189 -0.312107 -4.273881 -0.0178 -0.0312 -0.0001
H -1.638394 -4.727131 1.352553 -0.0360 -0.0007 0.0308
H -2.343455 2.878639 0.988789 -0.0132 0.0244 0.0514
H 6.891740 -2.491992 -2.277718 0.0278 -0.0002 -0.0014
H -0.884983 -3.806161 -3.193410 0.0154 0.0187 -0.0106
H -5.197257 0.657980 -1.433905 0.0096 -0.0201 -0.0513
H -2.899419 -0.385548 -1.712776 -0.0148 -0.0374 -0.0023
H 4.249635 -1.919327 2.940258 0.0125 -0.0415 0.0258
H -0.317360 3.542937 -0.195056 0.0425 0.0412 0.0307
H -1.400985 -1.990742 -7.030448 -0.0172 0.0027 -0.0318
H 1.179920 3.372037 -2.053846 0.0267 -0.0055 0.0086
H 3.302711 -2.604780 0.043949 0.0110 0.0286 -0.0513
H 2.237287 2.399225 1.422194 -0.0025 0.0217 -0.0029
H 5.571101 -2.076180 -4.319261 0.0134 0.0053 -0.0229
H -4.423989 2.450306 1.776049 -0.0042 0.0537 -0.0074
H 1.495340 1.754986 -2.690895 -0.0647 0.0369 -0.0074
H -6.188094 0.817286 0.012228 -0.0351 -0.0167 0.0233
H 0.322418 2.798984 -3.482720 -0.0233 0.0238 -0.0219
H -0.507799 -6.865619 0.864865 -0.0134 -0.0305 0.0125
H 2.053697 -4.910416 -1.945572 -0.0284 0.0145 0.0205
H 3.124626 -1.904418 -4.203154 -0.0044 -0.0038 0.0259
H 0.292469 -0.282308 -6.470525 0.0095 0.0324 -0.0290
H -5.311652 2.213341 -0.609719 0.0033 0.0566 -0.0030
H -0.937020 -2.661174 0.190085 0.0722 -0.0918 -0.0220
H -4.034198 -0.314129 0.535468 -0.0018 0.0062 -0.0128
H 5.762338 -2.769340 -0.102465 0.0306 -0.0016 0.0455



(3)
82
Properties=species:S:1:pos:R:3:forces:R:3 method="wB97M-V/def2-TZVPD" lumo_ha="0.0036 / 0.0020" multiplicity=6 orbital_gap_ev="7.2 / 7.2" e_above_lowest_kj_mol=21.10 e_tot_ev=-188835.1499
Br 4.271298 -4.838633 -0.412372 0.0029 -0.0045 -0.0129
Mn -0.127826 0.808736 -0.339383 -0.0005 -0.0861 0.1809
S -3.625167 3.455040 -1.482061 0.0071 0.0102 0.0007
S -3.380517 -1.167673 -2.424579 0.0221 0.0329 -0.0158
S -5.249496 -0.785703 0.959018 -0.0004 -0.0191 -0.0035
O 0.112853 1.069569 1.757272 0.0887 -0.0119 -0.0575
O -0.154267 2.768235 -4.164143 0.0373 0.0046 0.0095
O 0.195937 1.324572 -2.543799 0.2648 0.0064 0.0231
O -2.059399 0.873912 -0.708578 -0.1654 0.2054 -0.1256
N 0.222753 -1.418152 -0.487085 -0.2133 0.0219 -0.0371
N -0.240424 3.179493 -0.626239 -0.0478 -0.0133 0.0112
N 5.984022 -0.379659 3.373509 -0.1190 0.0739 0.1635
N 2.134570 0.993963 -0.013057 0.0576 0.0474 -0.0426
N -0.185165 3.504090 -1.985102 0.0860 -0.0082 -0.0327
N 5.279267 0.576607 3.743181 0.2097 -0.0671 -0.0069
C 4.786628 0.893498 0.784296 0.0008 0.0151 -0.0138
C -4.810345 -1.362820 2.509967 0.0026 0.0015 0.0003
C -3.407375 0.835824 -0.488304 -0.0142 -0.1648 0.0726
C 2.441415 0.966217 1.309199 -0.0917 0.0056 0.0137
C -0.047142 2.469919 -2.867933 -0.1727 -0.0010 0.0232
C -3.552550 -0.971050 2.849308 0.0049 0.0099 -0.0096
C 1.312510 1.045684 2.224066 0.0950 0.0165 0.0122
C 1.626276 1.119766 3.582625 -0.0320 0.0001 -0.0473
C -4.434412 4.672293 -0.578562 0.0041 -0.0066 -0.0065
C -5.609813 -0.361186 -3.367421 -0.0026 0.0213 0.0235
C 0.241702 -3.515706 0.644811 0.0385 -0.0045 0.0195
C 6.023008 -2.843175 0.622969 0.0173 0.0147 0.0237
C 0.010316 -5.703873 -0.575617 0.0057 0.0023 -0.0020
C 0.318085 -2.137856 0.634250 0.0071 -0.0058 0.0262
C 2.947090 1.028658 4.028406 0.0843 -0.0397 -0.0122
C 5.497657 -1.394320 2.481905 0.0395 -0.1321 -0.1091
C -4.661278 2.783533 0.743821 -0.0048 0.0332 0.0231
C -5.283192 0.521781 -2.296226 -0.0752 -0.0674 0.0359
C -0.048263 -3.448235 -1.709308 0.0051 0.0045 -0.0038
C -4.937965 4.175075 0.578864 -0.0095 -0.0268 0.0044
C 3.097692 0.968268 -0.901479 0.0091 -0.0339 -0.0114
C -4.108740 0.203212 -1.687212 0.0605 0.0528 -0.0588
C 3.769762 0.872003 1.766118 0.0325 -0.0012 0.1016
C 4.002277 0.819352 3.169722 -0.1998 0.0092 -0.1559
C 3.931802 -3.086632 1.796346 -0.0058 0.0386 -0.0377
C 0.025859 -2.068706 -1.633912 0.1036 0.0038 -0.0086
C -3.953368 2.249167 -0.284869 0.0762 0.0163 -0.0539
C -4.668365 -1.325305 -3.543319 0.0009 -0.0116 0.0075
C -2.933462 -0.179243 1.839401 -0.0196 0.0375 0.0312
C 4.278413 -2.050246 2.644006 0.0252 0.0287 0.1034
C 0.065011 -4.205265 -0.551229 0.0048 -0.0117 -0.0068
C 4.456015 0.941667 -0.539898 -0.0063 0.0035 0.0036
C 6.378522 -1.827760 1.498953 -0.0096 0.0176 0.0022
C -3.735553 0.008703 0.756088 -0.0430 -0.0141 -0.0098
C 4.793173 -3.456819 0.775600 -0.0249 -0.0056 0.0100
C -0.430003 4.103834 -4.584960 -0.0259 -0.0039 -0.0010
H 2.794947 0.968174 -1.943329 0.0035 0.0213 0.0026
H -5.494995 -1.970120 3.079862 0.0009 -0.0033 0.0011
H -5.487535 4.769427 1.294547 -0.0016 -0.0015 0.0002
H -0.728455 -6.076045 0.134946 0.0016 0.0009 0.0008
H 0.814559 1.239350 4.288103 0.0050 -0.0086 0.0068
H 5.218629 0.960073 -1.306151 -0.0046 -0.0088 -0.0077
H 0.448494 -1.574483 1.551998 -0.0048 0.0079 -0.0029
H -4.656584 -2.110057 -4.282623 0.0014 0.0025 -0.0036
H -4.973018 2.201224 1.598911 0.0060 -0.0003 0.0026
H -6.498018 -0.272800 -3.976444 -0.0014 -0.0001 0.0019
H -1.195158 3.264616 -0.281912 0.0005 -0.0224 0.0032
H -0.203557 -3.924708 -2.668461 0.0052 -0.0002 -0.0017
H 2.986369 -3.594324 1.915456 -0.0424 -0.0251 0.0105
H -4.504918 5.680424 -0.954496 0.0036 0.0001 -0.0001
H -0.243703 -6.076171 -1.566507 -0.0036 -0.0010 0.0008
H -1.944227 0.250615 1.921030 -0.0068 -0.0214 0.0095
H -1.435153 4.407233 -4.283802 0.0018 -0.0003 0.0088
H 0.316462 4.800875 -4.201667 0.0060 0.0004 -0.0085
H -0.660807 4.340800 -2.279935 -0.0491 -0.0223 -0.0024
H 6.699570 -3.160307 -0.158314 0.0000 0.0055 -0.0016
H -5.903076 1.349935 -1.981360 0.0066 0.0082 -0.0090
H -0.072023 -1.453116 -2.520649 -0.0193 0.0044 0.0052
H 0.313864 -4.050246 1.584235 0.0026 0.0038 -0.0060
H 5.825361 0.883063 1.088197 -0.0247 0.0228 -0.0134
H 3.162077 1.057248 5.090569 -0.0165 0.0022 0.0047
H -3.078901 -1.234559 3.784720 0.0031 0.0007 -0.0007
H -0.379458 4.084214 -5.668468 -0.0039 -0.0010 -0.0007
H 7.346097 -1.347482 1.422766 0.0071 -0.0145 -0.0200
H 0.979745 -6.118647 -0.292017 -0.0041 0.0017 -0.0010
H 0.398167 3.757809 -0.096190 0.0019 0.0193 -0.0214
H 3.595383 -1.756675 3.429969 0.0165 0.0347 -0.0015